The following is a DFT calculation (ωB97M-V/def2-TZVPD) of C3H3N3O in the gas phase.

Element x y z (Å)
O: -1.542 -1.872 -0.008
C: -0.698 -1.072 0.299
N: 0.625 -1.178 -0.141
N: 1.241 -0.100 -0.662
C: 0.682 1.035 -0.391
C: -0.433 1.129 0.532
N: -1.003 0.085 1.020
H: 0.835 -2.038 -0.635
H: 1.116 1.911 -0.850
H: -0.823 2.100 0.836

Output
ΔE to the lowest compared entry with this formula, charge and spin = 29.1 kcal per mole
strongest force on any atom = 0.58 eV/Å
charge = 0
HOMO = -10.1 eV
2S+1 = 1
HOMO-LUMO gap = 9.611 eV
structure (SMILES) = O=c1nccn[nH]1


The following is a DFT calculation (ωB97M-V/def2-TZVPD) of a molecular structure, C2H5NO at a distorted geometry.

Element x y z (Å)
C: 0.234 -0.099 1.023
N: 0.290 0.427 -0.332
C: -0.651 -0.155 -1.579
O: -1.592 -0.807 -1.278
H: -0.189 -1.107 0.967
H: 1.227 -0.146 1.483
H: -0.425 0.506 1.655
H: 0.494 1.420 -0.426
H: 0.611 -0.040 -1.512

Output
ΔE to the lowest compared entry with this formula, charge and spin = 97.0 kcal per mole
strongest force on any atom = 1.09 eV/Å
charge = 0
HOMO = -8.9 eV
2S+1 = 1
HOMO-LUMO gap = 9.852 eV


The following is a DFT calculation (ωB97M-V/def2-TZVPD) of a molecular structure, C48H50BBiCl2N7O8PS.

Element x y z (Å)
Bi: -1.840 -0.675 -0.309
N: -4.078 -0.308 3.654
C: -3.398 -0.774 2.593
N: -3.293 -0.146 1.473
C: -3.954 1.090 1.296
N: -4.002 1.644 0.145
N: -3.312 1.019 -0.855
C: -3.905 1.230 -2.093
C: -3.467 0.696 -3.244
C: -4.206 0.720 -4.492
C: -3.999 -0.240 -5.403
C: -3.006 -1.274 -5.153
C: -2.158 -1.169 -4.128
N: -2.243 -0.057 -3.227
C: -4.593 1.702 2.466
C: -5.146 2.981 2.442
C: -5.740 3.510 3.574
C: -5.784 2.771 4.752
C: -5.235 1.501 4.796
C: -4.646 0.977 3.654
H: -4.062 -0.846 4.504
H: -2.909 -1.733 2.696
H: -4.804 1.836 -2.090
H: -4.956 1.488 -4.635
H: -4.559 -0.256 -6.329
H: -2.895 -2.107 -5.831
H: -1.297 -1.816 -3.992
H: -5.106 3.538 1.515
H: -6.172 4.501 3.542
H: -6.245 3.186 5.637
H: -5.263 0.917 5.708
O: -3.336 -2.216 -1.052
N: -3.199 -3.477 -0.638
C: -4.257 -4.017 -0.002
C: -4.200 -5.290 0.501
C: -3.023 -6.019 0.346
C: -1.964 -5.452 -0.325
C: -2.046 -4.152 -0.825
S: -0.803 -3.421 -1.880
H: -5.108 -3.357 0.065
H: -5.065 -5.700 1.000
H: -2.944 -7.026 0.732
H: -1.048 -6.001 -0.497
C: 1.299 2.539 2.251
P: -0.298 2.468 1.424
C: -0.045 3.158 -0.200
C: -1.408 3.576 2.302
O: -0.850 1.067 1.396
H: 1.596 3.572 2.435
H: 2.053 2.068 1.616
H: 1.246 2.004 3.200
H: 0.377 4.163 -0.156
H: -0.994 3.180 -0.740
H: 0.656 2.518 -0.737
H: -1.036 4.601 2.300
H: -1.534 3.235 3.330
H: -2.377 3.539 1.800
C: 5.806 0.976 1.009
O: 4.667 0.182 1.271
C: 4.819 -1.183 1.222
C: 5.996 -1.825 0.889
C: 6.034 -3.216 0.834
C: 4.894 -3.944 1.105
C: 3.712 -3.296 1.445
C: 3.651 -1.913 1.507
N: 2.510 -1.155 1.835
C: 1.162 -1.487 1.517
C: 0.540 -2.584 2.357
C: 1.207 -3.122 3.452
C: 0.611 -4.052 4.291
C: -0.696 -4.444 4.041
C: -1.400 -3.886 2.989
C: -0.818 -2.922 2.146
O: -1.564 -2.373 1.207
H: 6.139 0.854 -0.026
H: 6.628 0.729 1.685
H: 5.505 2.007 1.174
H: 6.882 -1.256 0.649
H: 6.954 -3.714 0.560
H: 4.903 -5.023 1.039
H: 2.824 -3.887 1.617
H: 2.697 -0.179 1.667
H: 0.581 -0.586 1.704
H: 2.219 -2.797 3.653
H: 1.163 -4.463 5.125
H: -1.174 -5.180 4.676
H: -2.427 -4.173 2.788
C: 4.919 3.896 -3.896
C: 3.759 4.257 -2.958
C: 4.314 4.570 -1.561
C: 3.086 5.520 -3.496
C: 2.789 3.077 -2.869
C: 3.255 1.850 -2.379
C: 2.449 0.721 -2.264
C: 1.140 0.873 -2.657
O: 0.111 -0.029 -2.578
B: -0.988 0.633 -3.094
O: -0.699 1.961 -3.391
C: 0.656 2.074 -3.144
C: 1.453 3.191 -3.265
H: 5.613 4.736 -3.980
H: 4.547 3.656 -4.893
H: 5.477 3.033 -3.531
H: 5.019 5.403 -1.611
H: 4.836 3.713 -1.134
H: 3.506 4.847 -0.879
H: 3.814 6.333 -3.530
H: 2.260 5.842 -2.858
H: 2.704 5.374 -4.507
H: 4.293 1.762 -2.085
H: 2.809 -0.229 -1.892
H: 1.037 4.113 -3.645
Cl: 0.975 -2.840 -3.885
C: 0.619 -3.834 -0.820
Cl: 1.517 -5.271 -1.332
C: 1.541 -2.624 -0.676
O: 2.607 -2.483 -1.168
O: 0.920 -1.640 0.067
H: 0.220 -4.037 0.171

Output
ΔE to the lowest compared entry with this formula, charge and spin = 5.8 kcal per mole
strongest force on any atom = 0.38 eV/Å
charge = 0
HOMO = -6.2 eV
2S+1 = 1
HOMO-LUMO gap = 6.023 eV


The following is a DFT calculation (ωB97M-V/def2-TZVPD) of 2 unconnected molecules or ions with the total composition C19H18Cl2NO at a distorted geometry.

Element x y z (Å)
C: -1.163 3.200 -1.349
C: 0.315 3.067 -1.344
N: 1.002 1.968 -1.358
C: 2.448 2.318 -1.352
C: 2.429 3.822 -1.338
O: 1.028 4.219 -1.327
H: -1.602 2.197 -1.366
H: -1.496 3.737 -0.454
H: -1.488 3.768 -2.229
H: 2.954 1.924 -0.460
H: 2.957 1.947 -2.252
H: 2.908 4.217 -0.436
H: 2.894 4.228 -2.243
Cl: -4.626 -1.240 5.741
C: -3.815 -0.939 4.268
C: -4.391 -0.094 3.302
C: -3.746 0.111 2.090
C: -2.507 -0.522 1.797
C: -1.897 -0.400 0.512
C: -0.590 -0.812 0.259
C: -0.140 -1.164 -1.002
C: 1.130 -1.768 -1.261
C: 1.417 -2.292 -2.549
C: 2.621 -2.927 -2.823
C: 3.590 -3.049 -1.810
Cl: 5.079 -3.822 -2.139
C: 3.338 -2.535 -0.529
C: 2.129 -1.901 -0.259
C: -1.922 -1.327 2.816
C: -2.573 -1.547 4.023
H: -5.341 0.382 3.521
H: -4.180 0.776 1.341
H: -2.489 0.020 -0.305
H: 0.110 -0.850 1.103
H: -0.820 -1.049 -1.851
H: 0.656 -2.200 -3.324
H: 2.830 -3.335 -3.806
H: 4.093 -2.638 0.246
H: 1.944 -1.500 0.738
H: -0.956 -1.798 2.630
H: -2.132 -2.191 4.778

Output
ΔE to the lowest compared entry with this formula, charge and spin = 40.1 kcal per mole
strongest force on any atom = 2.28 eV/Å
charge = +1
HOMO = -11.7 eV
2S+1 = 1
HOMO-LUMO gap = 6.105 eV


The following is a DFT calculation (ωB97M-V/def2-TZVPD) of a molecular structure, C26H35CrO5S at a distorted geometry.

Element x y z (Å)
O: -0.625 0.043 -2.295
C: 0.666 0.217 -2.973
C: 0.148 1.377 -3.813
H: 0.908 -0.673 -3.524
H: 1.427 0.468 -2.225
C: -1.103 1.307 -2.880
H: -0.246 1.091 -4.785
H: 0.800 2.255 -3.847
C: -2.456 0.878 -3.429
H: -2.335 -0.127 -3.873
H: -2.844 1.578 -4.182
H: -3.155 0.780 -2.567
C: -1.090 2.595 -2.076
H: -0.074 2.991 -1.919
H: -1.531 2.533 -1.065
H: -1.645 3.395 -2.610
Cr: 0.105 0.671 1.556
C: 1.264 2.172 2.629
C: 2.114 1.062 2.278
C: 2.120 0.919 0.840
H: 2.743 0.504 2.955
C: 1.306 1.979 0.299
C: 0.757 2.731 1.402
H: 0.162 3.644 1.317
H: 1.138 2.575 3.638
H: 2.660 0.155 0.280
H: 1.239 2.224 -0.759
C: -1.619 0.042 2.908
C: -1.864 1.300 2.243
C: -1.948 1.028 0.824
H: -2.055 2.262 2.733
C: -1.720 -0.380 0.612
C: -1.574 -0.987 1.906
H: -1.607 -2.055 2.094
H: -1.602 -0.129 3.985
H: -2.333 1.714 0.073
H: -1.744 -0.903 -0.348
O: 0.501 -0.860 -5.509
C: 0.019 -0.002 -6.576
C: 0.399 -0.549 -7.953
H: 0.487 0.986 -6.490
H: -1.056 0.151 -6.483
C: 1.424 -1.670 -7.629
H: 0.811 0.241 -8.565
H: -0.481 -0.957 -8.471
C: 1.275 -1.902 -6.118
H: 2.429 -1.326 -7.885
H: 1.238 -2.571 -8.178
H: 2.236 -1.943 -5.615
H: 0.798 -2.871 -5.937
C: -0.847 -0.984 8.541
C: -0.298 -1.226 7.175
C: -0.674 -2.381 6.493
C: -0.124 -2.685 5.243
C: 0.800 -1.798 4.682
C: 1.161 -0.621 5.341
C: 0.602 -0.337 6.590
S: 1.617 -2.230 3.134
O: 2.850 -1.455 3.174
O: 1.741 -3.666 3.182
O: 0.663 -1.739 2.077
H: -1.932 -1.108 8.543
H: -0.439 -1.700 9.260
H: -0.607 0.016 8.893
H: -1.386 -3.068 6.941
H: -0.375 -3.602 4.729
H: 1.891 0.044 4.898
H: 0.890 0.574 7.109

Output
strongest force on any atom = 2.36 eV/Å
charge = 0
HOMO (spin up / spin down) = -8.1 / -8.5 eV
2S+1 = 4
HOMO-LUMO gap (spin up / spin down) = 8.148 / 8.374 eV


The following is a DFT calculation (ωB97M-V/def2-TZVPD) of 3 unconnected molecules or ions with the total composition C7H10IN4O at a distorted geometry.

Element x y z (Å)
C: 1.808 1.541 -1.567
C: 0.863 0.901 -0.649
C: -0.380 0.163 1.023
C: 2.264 2.620 -0.876
C: -1.527 -0.601 1.681
C: -0.572 -1.046 -1.146
C: -1.547 -1.915 -0.329
N: 0.325 1.221 1.468
N: -0.059 -0.027 -0.295
N: -2.332 -1.133 0.610
N: 1.054 1.606 0.481
O: 1.929 2.597 0.380
I: -3.751 0.101 -0.142
H: 2.071 1.358 -2.556
H: 2.096 -1.416 1.346
H: 3.050 3.375 -0.929
H: -1.282 -1.378 2.389
H: -1.962 0.311 2.302
H: 0.282 -1.813 -1.350
H: -0.999 -0.759 -2.109
H: -2.260 -2.286 -0.917
H: -1.139 -2.739 0.301
H: 2.070 -0.681 0.882

Output
ΔE to the lowest compared entry with this formula, charge and spin = 97.2 kcal per mole
strongest force on any atom = 4.38 eV/Å
charge = +1
HOMO = -12.1 eV
2S+1 = 1
HOMO-LUMO gap = 8.662 eV


The following is a DFT calculation (ωB97M-V/def2-TZVPD) of 2 unconnected molecules or ions with the total composition C8H19NO at a distorted geometry.

Element x y z (Å)
C: 0.134 -0.908 -0.588
C: 1.464 -1.420 -0.852
C: -0.562 -2.320 -2.340
C: -1.202 1.382 -1.708
C: -0.986 0.180 -2.696
O: -1.435 -0.009 -3.761
N: -0.325 -0.877 -2.022
H: -0.526 -1.650 0.056
H: 0.183 0.163 -0.163
H: 2.380 -0.549 -0.921
H: 1.821 -1.823 -1.927
H: -0.640 -2.936 -1.284
H: -0.953 2.295 -2.261
H: 1.718 -2.091 -0.115
H: -1.083 -2.679 -3.280
H: 0.364 -2.680 -2.752
H: -2.241 1.298 -1.548
H: -0.551 1.361 -0.797
C: -0.319 1.049 3.002
C: 1.095 0.361 3.072
C: -0.258 2.182 1.897
H: -1.087 0.327 2.730
H: -0.685 1.612 3.864
H: 1.895 1.101 3.034
H: 1.276 -0.386 2.283
H: 0.392 2.985 2.404
H: 0.138 1.858 0.934
H: 1.330 -0.235 3.988
H: -1.338 2.410 1.752

Output
ΔE to the lowest compared entry with this formula, charge and spin = 104.9 kcal per mole
strongest force on any atom = 7.29 eV/Å
charge = 0
HOMO = -9.0 eV
2S+1 = 1
HOMO-LUMO gap = 9.837 eV
structure (SMILES) = CCN(C)C(C)=O.CCC


The following is a DFT calculation (ωB97M-V/def2-TZVPD) of C4H4O in the gas phase at a distorted geometry.

Element x y z (Å)
O: 0.704 -1.316 1.458
C: 0.795 -0.683 0.440
C: 0.433 0.803 0.321
C: -0.707 0.713 -0.593
C: -1.525 -0.040 -1.057
H: 1.072 -1.158 -0.526
H: 1.273 1.392 -0.049
H: 0.099 1.156 1.299
H: -2.146 -0.867 -1.292

Output
ΔE to the lowest compared entry with this formula, charge and spin = 48.0 kcal per mole
strongest force on any atom = 1.07 eV/Å
charge = 0
HOMO = -9.9 eV
2S+1 = 1
HOMO-LUMO gap = 10.760 eV
structure (SMILES) = C#CCC=O


The following is a DFT calculation (ωB97M-V/def2-TZVPD) of C3H8N2O in the gas phase at a distorted geometry.

Element x y z (Å)
C: 1.693 0.778 -0.701
C: 0.315 1.055 -0.033
C: -1.627 -1.420 0.766
H: 1.851 0.505 -1.820
H: 2.084 -0.031 -0.267
H: 2.367 1.646 -0.609
H: -0.285 2.112 -0.240
H: 0.587 0.978 1.078
H: -2.171 0.073 -0.750
H: -2.555 -1.869 1.056
H: 0.303 -1.441 0.759
N: -1.579 -0.319 0.022
N: -0.565 -1.995 1.247
O: -0.419 -0.070 -0.508

Output
ΔE to the lowest compared entry with this formula, charge and spin = 113.1 kcal per mole
strongest force on any atom = 5.17 eV/Å
charge = 0
HOMO = -9.0 eV
2S+1 = 1
HOMO-LUMO gap = 9.848 eV
structure (SMILES) = [H]/N=C\NOCC


The following is a DFT calculation (ωB97M-V/def2-TZVPD) of a molecular structure, C36H27F3IrN2O3S2Si.

Element x y z (Å)
Ir: -1.334 -0.391 -0.516
C: -1.395 -2.515 -1.125
C: -1.575 -1.688 -2.289
C: -2.784 -0.962 -2.115
C: -3.378 -1.355 -0.880
C: -2.505 -2.294 -0.260
H: -0.590 -3.212 -0.963
H: -0.925 -1.641 -3.146
H: -3.160 -0.214 -2.794
H: -4.267 -0.932 -0.442
H: -2.654 -2.739 0.708
F: 1.639 -0.362 3.727
C: 0.600 0.147 4.413
F: 0.510 1.447 4.102
F: 0.934 0.087 5.718
C: -0.679 -0.606 4.138
C: -1.285 -1.289 5.176
C: -2.439 -2.018 4.936
C: -2.925 -2.039 3.643
N: -2.359 -1.381 2.635
C: -1.267 -0.654 2.858
S: -0.564 0.290 1.545
H: -0.854 -1.253 6.166
H: -2.939 -2.558 5.727
H: -3.814 -2.608 3.395
C: 3.684 2.965 0.619
C: 3.125 2.932 -0.649
C: 2.367 1.840 -1.048
C: 2.148 0.751 -0.200
C: 2.711 0.818 1.081
C: 3.474 1.903 1.484
Si: 1.103 -0.759 -0.637
C: 1.631 -2.142 0.533
C: 0.792 -2.839 1.400
C: 1.275 -3.847 2.224
C: 2.621 -4.177 2.198
C: 3.477 -3.500 1.340
C: 2.984 -2.498 0.518
C: 1.549 -1.416 -2.358
C: 1.620 -0.599 -3.492
C: 1.870 -1.124 -4.750
C: 2.059 -2.490 -4.911
C: 2.005 -3.320 -3.803
C: 1.757 -2.786 -2.545
H: 4.271 3.819 0.935
H: 3.270 3.759 -1.332
H: 1.944 1.859 -2.040
H: 2.540 0.014 1.785
H: 3.893 1.921 2.482
H: -0.263 -2.590 1.445
H: 0.600 -4.367 2.893
H: 3.004 -4.956 2.845
H: 4.530 -3.751 1.312
H: 3.668 -1.979 -0.146
H: 1.463 0.466 -3.406
H: 1.915 -0.464 -5.608
H: 2.251 -2.902 -5.893
H: 2.162 -4.386 -3.915
H: 1.737 -3.454 -1.691
O: -3.247 1.798 0.271
C: -2.449 2.329 -0.482
N: -1.343 1.647 -0.968
S: -0.814 2.011 -2.492
O: -0.640 3.645 -2.315
O: -1.911 1.820 -3.436
C: -1.672 4.354 -1.751
C: -1.769 5.699 -2.071
C: -2.786 6.451 -1.515
C: -3.709 5.867 -0.650
C: -3.599 4.527 -0.339
C: -2.574 3.754 -0.880
H: -1.050 6.129 -2.755
H: -2.867 7.502 -1.763
H: -4.505 6.462 -0.222
H: -4.291 4.042 0.335

Output
ΔE to the lowest compared entry with this formula, charge and spin = 1.6 kcal per mole
strongest force on any atom = 0.88 eV/Å
charge = 0
HOMO (spin up / spin down) = -7.8 / -8.3 eV
2S+1 = 2
HOMO-LUMO gap (spin up / spin down) = 8.153 / 6.323 eV


The following is a DFT calculation (ωB97M-V/def2-TZVPD) of 2 unconnected molecules or ions with the total composition C3H4N2O.

Element x y z (Å)
O: 0.952 1.973 0.967
C: 0.584 0.733 1.214
C: 0.231 -0.391 1.457
C: -0.894 -1.672 -0.959
N: -0.502 -0.670 -1.469
N: 0.117 0.292 -1.941
H: 1.501 2.279 1.702
H: -0.051 -1.402 1.628
H: -1.755 -2.292 -1.128
H: -0.183 1.149 -1.471

Output
ΔE to the lowest compared entry with this formula, charge and spin = 143.0 kcal per mole
strongest force on any atom = 0.73 eV/Å
charge = 0
HOMO = -8.9 eV
2S+1 = 1
HOMO-LUMO gap = 9.378 eV


The following is a DFT calculation (ωB97M-V/def2-TZVPD) of a molecular structure, C23H28Cl3N6OSTi.

Element x y z (Å)
Ti: 0.837 1.139 0.045
C: 1.758 1.453 2.993
N: 1.488 0.812 1.729
C: 1.398 -0.633 1.773
C: -1.273 0.794 0.621
C: -2.153 1.918 0.146
C: -3.542 1.938 0.103
C: -4.210 3.078 -0.329
C: -3.513 4.218 -0.710
C: -2.127 4.232 -0.674
C: -1.486 3.076 -0.259
H: 0.978 1.217 3.727
H: 1.800 2.532 2.863
H: 2.718 1.122 3.401
H: 0.732 -0.974 2.574
H: 2.380 -1.106 1.889
H: 0.950 -1.041 0.843
H: -1.247 0.843 1.718
H: -1.686 -0.185 0.356
H: -4.103 1.063 0.409
H: -5.292 3.079 -0.365
H: -4.049 5.098 -1.039
H: -1.565 5.105 -0.977
C: 4.474 1.170 -2.475
C: 3.364 0.363 -1.881
O: 2.679 0.831 -0.959
N: 3.144 -0.863 -2.340
C: 2.108 -1.717 -1.766
C: 0.737 -1.334 -2.262
C: 0.110 -2.132 -3.205
C: -1.116 -1.755 -3.721
C: -1.675 -0.570 -3.285
C: -1.004 0.159 -2.323
N: 0.174 -0.208 -1.797
H: 5.154 1.458 -1.674
H: 4.045 2.085 -2.884
H: 5.022 0.644 -3.253
H: 3.726 -1.219 -3.080
H: 2.164 -1.668 -0.681
H: 2.321 -2.745 -2.049
H: 0.581 -3.053 -3.521
H: -1.620 -2.374 -4.450
H: -2.622 -0.216 -3.666
H: -1.436 1.073 -1.945
C: -2.453 -2.669 2.058
N: -1.520 -3.753 2.297
C: -1.481 -4.567 3.420
C: -0.500 -5.467 3.230
N: 0.047 -5.192 1.991
C: -0.575 -4.140 1.407
S: -0.258 -3.470 -0.104
H: -3.107 -2.579 2.921
H: -3.042 -2.878 1.166
H: -1.916 -1.736 1.903
H: -2.158 -4.431 4.243
H: -0.151 -6.269 3.854
H: 0.791 -5.687 1.529
Cl: 0.333 5.211 1.777
C: 1.445 4.613 0.531
Cl: 3.096 4.634 1.168
Cl: 1.359 5.623 -0.926
C: 1.060 3.213 0.141
N: -0.095 2.838 -0.224

Output
ΔE to the lowest compared entry with this formula, charge and spin = 8.1 kcal per mole
strongest force on any atom = 0.34 eV/Å
charge = +1
HOMO = -10.1 eV
2S+1 = 1
HOMO-LUMO gap = 7.542 eV


Number 12 is which compound? C23H28Cl3N6OSTi